{"formula": "C36H95BBrN13O9P3S2Si", "method": "the ωB97M-V functional and the def2-TZVPD basis", "charge": 1, "spin_multiplicity": 1, "e_homo_ha": -0.3541, "orbital_gap_ev": 5.80, "elements": ["C", "C", "C", "Br", "N", "C", "C", "C", "C", "N", "C", "C", "C", "O", "C", "N", "C", "C", "O", "Si", "C", "C", "C", "B", "O", "O", "C", "N", "S", "S", "C", "O", "O", "H", "H", "H", "H", "H", "H", "H", "H", "H", "H", "H", "H", "H", "H", "H", "H", "H", "H", "H", "H", "H", "H", "H", "H", "H", "H", "H", "H", "H", "H", "H", "H", "H", "H", "H", "H", "H", "H", "H", "H", "H", "O", "P", "N", "C", "C", "N", "C", "C", "N", "C", "C", "H", "H", "H", "H", "H", "H", "H", "H", "H", "H", "H", "H", "H", "H", "H", "H", "H", "H", "O", "P", "N", "C", "C", "N", "C", "C", "N", "C", "C", "H", "H", "H", "H", "H", "H", "H", "H", "H", "H", "H", "H", "H", "H", "H", "H", "H", "H", "O", "P", "N", "C", "C", "N", "C", "C", "N", "C", "C", "H", "H", "H", "H", "H", "H", "H", "H", "H", "H", "H", "H", "H", "H", "H", "H", "H", "H"], "coordinates": [[-3.958, -3.420, -2.666], [-2.448, -3.595, -2.529], [-1.765, -2.374, -1.871], [0.043, -2.939, -1.380], [-2.558, -1.734, -0.826], [-2.393, -2.196, 0.562], [-2.773, -3.652, 0.882], [-1.593, -4.468, 1.434], [-0.961, -3.836, 2.662], [-1.900, -3.537, 3.772], [-1.041, -3.594, 5.001], [-2.378, -2.179, 3.722], [-3.882, -1.952, 3.720], [-1.651, -1.199, 3.687], [-2.702, -0.367, -0.921], [-1.733, 0.593, -1.086], [-1.432, 0.999, -2.491], [-0.668, 2.326, -2.592], [-1.220, 3.351, -1.798], [-0.117, 4.368, -1.009], [0.199, 3.849, 0.780], [1.488, 4.641, -1.937], [-0.986, 6.040, -0.896], [-0.512, 0.458, -0.215], [-0.611, 0.855, 1.111], [0.675, 0.038, -0.682], [1.579, -0.457, 0.324], [-3.949, 0.098, -0.808], [-5.303, -0.983, -0.597], [-4.338, 1.818, -0.873], [-3.590, 2.566, 0.561], [-5.751, 1.890, -0.676], [-3.954, 2.406, -2.109], [-4.355, -4.130, -3.390], [-4.478, -3.603, -1.726], [-4.240, -2.423, -3.012], [-2.047, -3.616, -3.542], [-2.191, -4.521, -2.023], [-1.644, -1.666, -2.687], [-1.394, -1.975, 0.950], [-3.060, -1.569, 1.163], [-3.496, -3.630, 1.697], [-3.263, -4.187, 0.071], [-2.036, -5.413, 1.763], [-0.866, -4.730, 0.669], [-0.196, -4.501, 3.061], [-0.418, -2.918, 2.390], [-0.854, -4.623, 5.289], [-0.104, -3.090, 4.748], [-1.480, -3.003, 5.803], [-4.112, -1.171, 2.995], [-4.221, -1.593, 4.691], [-4.440, -2.848, 3.457], [-2.324, 1.027, -3.112], [-0.763, 0.256, -2.939], [0.389, 2.119, -2.389], [-0.731, 2.616, -3.646], [0.427, 4.766, 1.327], [1.047, 3.173, 0.890], [-0.706, 3.432, 1.219], [2.112, 3.748, -1.811], [1.376, 4.816, -3.007], [2.055, 5.447, -1.471], [-0.693, 6.575, 0.003], [-0.644, 6.602, -1.769], [-2.064, 5.913, -0.988], [-1.337, 0.360, 1.517], [2.038, 0.364, 0.870], [2.386, -0.984, -0.183], [1.109, -1.162, 1.005], [-5.841, -0.410, 0.497], [-3.167, 1.776, 1.179], [-4.406, 2.992, 1.140], [-2.842, 3.305, 0.294], [2.152, -4.714, 4.173], [3.658, -4.816, 4.198], [3.959, -4.314, 5.804], [5.151, -3.639, 6.269], [3.495, -5.268, 6.809], [3.978, -3.525, 3.058], [3.983, -2.145, 3.520], [3.148, -3.633, 1.863], [5.268, -5.526, 3.942], [6.315, -4.853, 3.191], [5.169, -6.929, 3.481], [6.014, -4.313, 6.366], [4.958, -3.205, 7.252], [5.435, -2.808, 5.629], [4.185, -6.119, 6.907], [2.511, -5.657, 6.545], [3.398, -4.784, 7.781], [3.133, -1.910, 4.176], [3.953, -1.461, 2.670], [4.908, -1.903, 4.045], [2.130, -3.254, 2.025], [3.066, -4.673, 1.537], [3.604, -3.072, 1.042], [6.085, -4.737, 2.129], [7.228, -5.449, 3.277], [6.546, -3.877, 3.611], [4.808, -6.997, 2.448], [4.475, -7.485, 4.119], [6.135, -7.430, 3.547], [-2.596, 8.389, 0.822], [-3.125, 9.794, 0.658], [-2.896, 10.382, 2.250], [-3.698, 11.395, 2.900], [-1.492, 10.540, 2.615], [-4.795, 9.369, 0.374], [-5.667, 9.093, 1.505], [-4.926, 8.302, -0.615], [-3.342, 11.399, -0.078], [-4.648, 11.932, -0.432], [-2.416, 11.600, -1.213], [-3.477, 12.411, 2.542], [-3.503, 11.373, 3.974], [-4.763, 11.216, 2.789], [-1.060, 11.452, 2.177], [-0.906, 9.687, 2.270], [-1.380, 10.587, 3.699], [-5.201, 8.439, 2.255], [-6.588, 8.614, 1.166], [-5.991, 10.012, 1.994], [-4.734, 7.311, -0.186], [-4.226, 8.448, -1.441], [-5.933, 8.310, -1.038], [-5.139, 11.382, -1.238], [-4.512, 12.967, -0.760], [-5.313, 11.967, 0.428], [-2.696, 10.995, -2.083], [-1.398, 11.320, -0.920], [-2.385, 12.649, -1.510], [1.499, -5.770, -4.395], [2.707, -5.519, -5.267], [3.279, -7.119, -5.451], [4.659, -7.505, -5.651], [2.398, -7.964, -6.252], [3.648, -4.636, -4.086], [4.427, -5.364, -3.095], [2.853, -3.611, -3.423], [3.656, -4.848, -6.614], [4.879, -4.089, -6.414], [2.793, -4.127, -7.573], [5.014, -7.308, -6.673], [4.764, -8.575, -5.465], [5.333, -7.015, -4.954], [2.511, -7.761, -7.327], [1.355, -7.796, -5.982], [2.609, -9.018, -6.072], [3.870, -6.191, -2.637], [4.749, -4.691, -2.298], [5.350, -5.757, -3.523], [2.221, -4.030, -2.634], [2.201, -3.101, -4.137], [3.505, -2.851, -2.982], [4.721, -3.130, -5.914], [5.318, -3.891, -7.396], [5.620, -4.659, -5.857], [2.424, -3.179, -7.161], [1.925, -4.742, -7.833], [3.327, -3.920, -8.501]], "atomic_forces_ev_per_a": [[-0.17, -0.19, 0.14], [-0.43, 0.55, -0.10], [-0.17, -0.31, -0.53], [-0.14, 0.16, 0.02], [1.32, -0.13, 0.18], [-1.06, -0.05, 0.73], [0.55, -0.04, 0.29], [-1.00, -0.50, 0.35], [0.42, 0.15, -0.43], [0.40, 0.09, 0.32], [0.07, 0.75, -0.29], [-0.16, 1.03, -0.21], [0.06, -0.38, -0.20], [-0.26, -0.88, -0.28], [-0.77, 0.81, -0.05], [0.38, -0.91, -0.76], [0.51, 0.22, -0.73], [-0.49, -0.29, -0.21], [1.04, -0.21, 0.27], [-0.61, 1.60, 0.61], [0.15, 0.05, -0.67], [0.12, -1.07, 0.27], [0.41, -0.90, -0.68], [0.46, 0.51, 0.86], [-0.57, -1.19, -0.61], [-0.40, 0.04, -0.02], [0.98, 0.09, -0.26], [-0.19, -0.39, 0.58], [-0.11, -0.35, -0.27], [-1.74, 2.73, -0.60], [0.26, -0.75, 0.41], [-0.12, -1.09, 0.95], [1.31, -0.70, -0.12], [0.06, -0.02, -0.03], [0.01, 0.07, 0.02], [0.10, 0.02, -0.04], [0.32, -0.32, 0.11], [0.01, -0.02, 0.01], [0.12, 0.27, 0.21], [0.18, -0.06, -0.44], [-0.02, 0.13, -0.18], [-0.16, 0.04, -0.13], [0.07, 0.23, -0.22], [0.10, -0.07, -0.04], [0.20, 0.27, 0.07], [-0.03, -0.09, -0.07], [0.07, -0.04, 0.13], [-0.09, -0.04, 0.01], [0.19, -0.21, 0.32], [-0.23, -0.35, 0.15], [0.02, 0.11, 0.09], [0.12, -0.05, 0.09], [0.04, -0.05, 0.17], [-0.28, 0.07, 0.42], [-0.03, -0.07, 0.07], [-0.03, 0.17, 0.22], [0.09, -0.06, -0.03], [0.08, 0.01, -0.03], [-0.17, -0.19, 0.19], [0.12, -0.18, 0.13], [0.09, 0.06, -0.18], [-0.06, 0.16, 0.02], [-0.18, 0.18, -0.05], [-0.30, 0.13, 0.04], [-0.15, 0.19, 0.05], [-0.07, 0.27, 0.28], [0.00, 0.43, 0.66], [-0.23, 0.07, 0.13], [-0.15, -0.01, -0.21], [-0.22, 0.16, 0.02], [0.28, 0.28, -0.17], [0.26, 0.08, -0.06], [-0.17, 0.15, -0.30], [0.05, -0.13, -0.29], [0.33, -3.44, -0.42], [1.48, 6.03, 0.75], [-0.52, 0.16, 0.13], [0.59, -0.23, -0.26], [-0.34, -0.23, -0.19], [0.35, 0.43, 0.05], [0.02, 0.08, 0.33], [0.01, -0.30, 0.03], [-1.70, -2.63, -0.53], [-0.01, 0.51, -0.28], [-0.09, -0.11, 0.37], [0.00, 0.01, -0.02], [-0.14, -0.10, 0.01], [0.00, -0.13, -0.09], [0.03, 0.05, 0.13], [0.03, 0.04, -0.08], [0.10, 0.08, -0.04], [0.01, 0.05, -0.01], [-0.08, -0.15, -0.11], [-0.07, -0.02, 0.05], [-0.04, -0.08, -0.01], [-0.04, 0.02, 0.00], [0.08, 0.04, 0.07], [0.02, 0.04, -0.01], [-0.15, -0.18, 0.14], [-0.17, 0.04, -0.04], [0.11, -0.08, -0.04], [-0.01, 0.04, -0.04], [0.03, 0.09, 0.01], [2.37, 1.39, -2.19], [-5.01, -0.38, 3.75], [0.14, -0.46, 0.25], [-0.17, 0.52, -0.39], [0.23, -0.28, -0.26], [-0.43, 0.24, 0.27], [0.06, 0.11, 0.31], [0.24, 0.09, -0.17], [2.54, -0.86, -1.71], [-0.52, -0.24, 0.03], [0.29, 0.05, 0.26], [-0.01, -0.01, -0.01], [0.14, -0.09, -0.03], [0.06, 0.01, -0.14], [0.01, 0.05, 0.13], [-0.09, -0.01, -0.04], [-0.12, 0.06, 0.01], [-0.04, -0.01, 0.02], [0.10, -0.07, -0.17], [0.07, -0.04, 0.03], [0.07, -0.01, -0.04], [0.01, -0.03, 0.02], [-0.03, 0.08, 0.08], [-0.04, 0.00, 0.02], [0.27, -0.04, 0.04], [0.01, -0.18, 0.00], [0.00, 0.11, -0.08], [-0.05, -0.03, -0.01], [-0.08, 0.01, 0.05], [-1.47, 1.21, -2.99], [4.41, -1.77, 3.98], [-0.32, -0.24, 0.36], [0.35, 0.39, -0.41], [-0.43, 0.18, 0.03], [0.63, -0.10, 0.09], [0.09, -0.32, -0.05], [-0.13, 0.06, -0.22], [-2.86, 0.77, -1.12], [0.26, 0.16, 0.48], [-0.12, -0.36, -0.13], [0.00, 0.01, 0.01], [-0.17, -0.01, -0.01], [-0.07, 0.11, -0.08], [0.06, -0.13, -0.01], [0.05, 0.07, 0.05], [0.13, 0.03, 0.02], [0.03, 0.00, 0.04], [-0.16, 0.13, -0.05], [-0.07, -0.06, 0.00], [-0.04, -0.01, -0.06], [-0.04, -0.03, 0.05], [0.12, -0.07, -0.04], [0.04, 0.00, 0.03], [-0.21, -0.12, -0.10], [-0.12, 0.00, 0.14], [0.05, 0.07, -0.11], [0.01, 0.03, 0.05], [0.07, -0.01, 0.05]]}